*a*
ORCA calculation (ωB97M-V/def2-TZVPD) on a 2-piece molecular cluster, C2H4ClNO3 overall.

The geometry in ORCA input format:
```
! RIJCOSX wB97M-V def2-TZVPD def2/J DEFGRID3
* xyz 0 1
C -0.8146 -0.3156 -0.1839
C 0.2565 0.4041 0.4267
N 0.3618 1.7430 0.0950
O 1.2472 2.3851 0.6580
O -0.5019 2.2540 -0.6118
O -1.0015 -1.7118 0.1214
Cl 2.0618 -2.1764 -0.1509
H -0.6445 -0.2865 -1.2961
H -1.8075 0.1277 -0.1875
H 1.0823 -0.0633 0.9632
H -0.2397 -2.3605 0.1660
*
```

Summary:
- Gap between HOMO and LUMO (spin up / spin down): 4.98 / 4.98 eV
- Highest occupied orbital energy (spin up / spin down): -9.874 / -9.875 eV

*b*
ORCA calculation (ωB97M-V/def2-TZVPD) on a 2-piece molecular cluster, C2H4ClNO3 overall.

The geometry in ORCA input format:
```
! RIJCOSX wB97M-V def2-TZVPD def2/J DEFGRID3
* xyz 0 1
N 0.6581 -0.5421 0.7579
C 0.6100 -0.4190 -0.5709
O 1.4907 -0.8077 -1.3078
C -0.5622 0.3472 -1.2723
O -1.5309 0.8359 -0.8250
O -0.3836 0.3238 -2.6242
H 1.5278 -0.8437 1.1379
H -0.0288 -0.1665 1.3693
H 0.3358 -0.2386 -2.8337
Cl -2.0394 0.7256 2.2636
H -1.4493 1.0061 1.0281
*
```

Summary:
- Gap between HOMO and LUMO: 10.92 eV
- Highest occupied orbital energy: -10.959 eV
- SMILES string: NC(=O)C(=O)O.Cl

If we sort the structures by their calculated energies, the order from most to least stable is *b*, *a*.